Record 1
C3H10N2 | wB97M-V/def2-TZVPD

For the LUMO energy, the calculation gives 1.16 eV. The HOMO energy comes out at -8.15 eV. The calculation puts the frontier orbital gap at 9.305 eV. As for the structure (SMILES): C=CN.CN.

```
! wB97M-V def2-TZVPD RIJCOSX def2/J DEFGRID3
* xyz 0 1
C -0.43374 -1.08755 -1.75670
N -0.99103 -1.40380 -0.43107
H 0.45776 -1.69240 -1.91270
H -1.09707 -1.23759 -2.59799
H -0.17084 -0.03757 -1.74743
H -1.45109 -0.58385 -0.05180
H -1.74369 -2.07334 -0.54212
C 0.51056 1.98907 0.40797
C 0.72816 1.22807 1.48814
N 0.94564 -0.12839 1.54702
H 0.35411 1.62844 -0.59592
H 0.02078 2.94135 0.59055
H 0.62031 1.69818 2.46099
H 1.59456 -0.45032 2.24110
H 0.65557 -0.79030 0.89995
*
```

Record 2
C7H7N3O2 | wB97M-V/def2-TZVPD

For the LUMO energy (alpha / beta), the calculation gives -1.54 / -1.53 eV. The HOMO energy (alpha / beta) comes out at -9.36 / -9.36 eV. The calculation puts the frontier orbital gap (alpha / beta) at 7.812 / 7.827 eV.

```
! wB97M-V def2-TZVPD RIJCOSX def2/J DEFGRID3
* xyz 0 1
C -2.06387 -0.15674 1.32448
C 1.82929 0.71771 -0.52969
C 0.91194 1.84955 -0.37558
C 1.48858 -0.45824 -0.06405
C -0.28237 2.07593 0.05445
C 0.20649 -0.87686 0.72208
C -1.06811 -0.20233 0.31567
N -2.98550 -0.23953 2.01010
N 0.02698 -2.35667 0.62343
N -1.35147 -0.00314 -1.05900
O -0.44879 -0.30533 -1.81400
O -2.41524 0.51129 -1.27214
H 2.79870 1.02168 -1.05753
H 1.34555 2.91317 -0.66047
H 2.07994 -1.39669 -0.17755
H -1.08178 2.73332 -0.05248
H 0.32961 -0.50810 1.75144
H 1.04000 -2.68454 0.60972
H -0.35993 -2.63446 -0.34887
*
```

Record 3
C3H4ClF | wB97M-V/def2-TZVPD

For the LUMO energy, the calculation gives 0.96 eV. The HOMO energy comes out at -9.01 eV. The calculation puts the frontier orbital gap at 9.969 eV. As for the structure (SMILES): C/C(Cl)=C\F.

```
! wB97M-V def2-TZVPD RIJCOSX def2/J DEFGRID3
* xyz 0 1
C 0.06729 1.08796 0.02007
C 0.43044 -0.29691 0.04984
C -0.43416 -1.25571 -0.16304
H -0.91174 1.13651 -0.35759
H 0.01353 1.70677 0.99247
H 0.71135 1.73872 -0.56409
H -0.29822 -2.28802 -0.38279
F -1.62909 -1.01131 0.26462
Cl 2.05060 -0.81801 0.14051
*
```

Record 4
C5H6BrCl3 | wB97M-V/def2-TZVPD

For the LUMO energy (alpha / beta), the calculation gives -3.87 / -3.87 eV. The HOMO energy (alpha / beta) comes out at -8.29 / -8.29 eV. The calculation puts the frontier orbital gap (alpha / beta) at 4.423 / 4.419 eV.

```
! wB97M-V def2-TZVPD RIJCOSX def2/J DEFGRID3
* xyz 0 1
C 0.93376 0.09005 0.17935
C 2.05387 0.25473 1.24981
C 2.36144 0.03288 -0.15077
C 0.13484 -1.19356 0.25673
C 0.13664 1.31164 -0.23682
Cl 2.38106 1.84420 1.93548
Cl 2.26784 -1.01712 2.44234
Cl 2.46760 -3.79536 -0.61053
Br 3.44374 0.88998 -1.34035
H 0.79327 -2.05677 0.31282
H -0.47422 -1.28369 -0.63784
H -0.51976 -1.18240 1.12591
H -0.26538 1.79271 0.65368
H -0.68921 1.02429 -0.88094
H 0.75568 2.03503 -0.76639
*
```

Record 5
C4H28BO22 | wB97M-V/def2-TZVPD

For the LUMO energy, the calculation gives 1.81 eV. The HOMO energy comes out at -8.31 eV. The calculation puts the frontier orbital gap at 10.117 eV.

```
! wB97M-V def2-TZVPD RIJCOSX def2/J DEFGRID3
* xyz -1 1
O 19.90882 -10.28673 -11.80104
C 19.42434 -11.33623 -11.45037
O 19.54714 -12.48914 -12.01877
B 18.74555 -13.48781 -11.26345
O 18.00541 -12.75546 -10.25525
C 18.36484 -11.46844 -10.30337
O 17.92307 -10.58505 -9.65107
O 19.62546 -14.47396 -10.63028
C 19.44996 -15.63054 -11.23799
O 20.07797 -16.61980 -11.00985
C 18.25711 -15.48510 -12.28076
O 17.87624 -14.21617 -12.19072
O 17.88813 -16.27932 -13.08926
O 19.72144 -17.31311 -8.25615
H 18.89430 -16.83828 -8.37785
H 20.09656 -17.37037 -9.14929
O 17.52070 -8.88636 -13.04745
H 17.69988 -8.56886 -13.93771
H 18.32378 -9.36339 -12.79115
O 23.13873 -16.35326 -12.34083
H 24.06237 -16.37462 -12.07215
H 22.71951 -17.06040 -11.83750
O 19.50063 -19.43709 -12.22828
H 18.87405 -20.15331 -12.08121
H 19.33983 -18.81568 -11.50349
O 15.72163 -17.65283 -15.77421
H 15.82776 -17.26571 -16.64722
H 16.27456 -17.10887 -15.20584
O 18.59504 -17.93291 -15.12394
H 18.48949 -17.50643 -14.25347
H 18.46925 -18.86757 -14.93857
O 17.17468 -17.77864 -10.15074
H 16.62852 -18.55433 -9.98433
H 17.01300 -17.56162 -11.07876
O 20.29309 -8.38942 -8.99622
H 19.83857 -7.65444 -9.41797
H 20.56375 -8.95966 -9.72605
O 16.36021 -13.39022 -7.72237
H 16.63698 -14.31148 -7.73687
H 16.72775 -13.01348 -8.53317
O 15.17513 -10.23223 -9.12657
H 15.88499 -10.71107 -8.68731
H 15.62059 -9.74305 -9.82509
O 22.63760 -9.70176 -10.90737
H 23.10731 -9.08020 -11.47139
H 21.88703 -10.00081 -11.44271
O 22.23401 -13.72062 -10.01344
H 21.98226 -13.51261 -9.10800
H 21.39532 -13.94255 -10.45599
O 18.20184 -14.16657 -16.16707
H 18.94392 -14.56613 -16.63329
H 18.24124 -14.53845 -15.27964
O 15.23901 -14.86325 -14.73187
H 15.11957 -13.92388 -14.55278
H 15.64758 -15.21102 -13.93176
*
```

Record 6
C2H5N3S2 | wB97M-V/def2-TZVPD

For the LUMO energy, the calculation gives 0.21 eV. The HOMO energy comes out at -9.01 eV. The calculation puts the frontier orbital gap at 9.221 eV. As for the structure (SMILES): [H]/N=C(/N)S/C=N\S.

```
! wB97M-V def2-TZVPD RIJCOSX def2/J DEFGRID3
* xyz 0 1
C -1.47323 -0.04718 -0.12173
C 1.09791 0.98187 0.20337
H -1.92106 -2.04158 0.60769
H -3.28357 -1.26954 0.31934
H -1.14759 1.65059 -0.91894
H 0.55690 1.77011 0.74229
H 4.53963 -0.36821 0.06192
N -2.24416 -1.30083 0.09138
N -2.03519 1.08358 -0.66017
N 2.42634 0.75812 0.31924
S 0.22240 -0.56426 -0.25201
S 3.26161 -0.65265 -0.39237
*
```

Record 7
C34H57N3O17 | wB97M-V/def2-TZVPD

For the LUMO energy, the calculation gives 0.00 eV. The HOMO energy comes out at -9.63 eV. The calculation puts the frontier orbital gap at 9.635 eV. As for the structure (SMILES): O=C1CCCO1.O=C1CCCO1.O=C1CCCO1.O=C1CCCO1.O=C1CCCO1.O=C1CCCO1.O=C1CCCO1.CC(N)=O.CC(N)=O.CC(N)=O.

```
! wB97M-V def2-TZVPD RIJCOSX def2/J DEFGRID3
* xyz 0 1
O -0.55477 -1.24304 0.73332
C 0.07470 -0.27431 0.59912
N 0.37923 0.05789 -0.65056
C 0.31363 0.74367 1.69344
H 0.10583 -0.63793 -1.32967
H 0.95996 0.86339 -0.83503
H -0.41950 1.55028 1.69130
H 1.34095 1.09408 1.59388
H 0.23261 0.20895 2.63980
O 5.19629 7.35233 6.92854
C 5.23473 6.15324 7.09780
N 6.33350 5.66885 7.61425
C 4.04274 5.26080 6.91520
H 6.48618 4.67753 7.73293
H 7.03191 6.33767 7.90580
H 3.88421 5.26925 5.83682
H 3.17473 5.71039 7.39742
H 4.34839 4.27913 7.27717
O 7.07815 -2.13306 3.49335
C 7.00647 -0.90226 3.23444
N 6.40880 -0.49646 2.07527
C 7.43927 0.18357 4.21620
H 6.05008 -1.19004 1.43467
H 6.41449 0.48615 1.84174
H 6.92446 -0.04408 5.14961
H 7.24894 1.17680 3.80951
H 8.51560 0.05193 4.32708
O -6.17347 8.21590 -2.36891
C -5.81474 7.33931 -1.61387
O -6.52118 7.14546 -0.45149
C -6.02156 5.94538 0.21403
C -4.70420 5.65667 -0.35410
C -4.69475 6.28272 -1.79266
H -6.79807 5.20170 0.03501
H -6.02084 6.10316 1.29256
H -4.48677 4.58860 -0.36063
H -3.88940 5.98141 0.29301
H -4.77790 5.50606 -2.55291
H -3.72574 6.73978 -1.99321
O -1.01016 -7.64248 4.45455
C -1.69173 -7.41519 5.44319
O -1.84369 -8.36169 6.45938
C -2.67999 -7.90458 7.49049
C -3.48821 -6.86670 6.71276
C -2.56363 -6.20878 5.76327
H -2.15658 -7.51664 8.36436
H -3.39568 -8.61992 7.89567
H -3.93603 -6.02668 7.24374
H -4.32333 -7.32991 6.18729
H -2.12236 -5.35598 6.27915
H -3.21023 -5.98236 4.91548
O 5.81105 1.99708 -7.94279
C 5.61359 0.99965 -7.33949
O 6.48935 0.09354 -7.13616
C 6.14370 -0.80414 -6.05177
C 4.86529 -0.29816 -5.57913
C 4.34002 0.58679 -6.64202
H 6.76691 -0.80005 -5.15752
H 6.03797 -1.81694 -6.44054
H 4.97482 0.29352 -4.67027
H 4.35110 -1.22511 -5.32520
H 3.86135 1.44857 -6.17693
H 3.67725 0.09574 -7.35456
O -3.12833 3.54626 6.54255
C -3.86530 2.60031 6.81515
O -4.90291 2.28774 6.00843
C -5.51620 1.04741 6.35028
C -4.20494 0.35679 6.95187
C -3.38771 1.42971 7.66902
H -5.89047 0.51427 5.47634
H -6.32771 1.24110 7.05173
H -3.70104 0.01667 6.04716
H -4.45526 -0.45483 7.63504
H -2.30501 1.37995 7.78470
H -3.80111 1.69561 8.64190
O 3.53096 5.39103 -1.55211
C 3.21535 6.45391 -2.12359
O 3.60398 6.77270 -3.34796
C 3.46678 8.11555 -3.58729
C 2.28775 8.51420 -2.64788
C 2.42134 7.56096 -1.55690
H 3.37958 8.35590 -4.64687
H 4.35277 8.69516 -3.32810
H 1.38994 8.26173 -3.21206
H 2.31622 9.57281 -2.38977
H 1.40018 7.22257 -1.38139
H 2.85828 8.06343 -0.69393
O -0.02740 -4.11231 -6.94957
C 0.21628 -4.48613 -8.04792
O -0.31470 -3.90016 -9.08965
C 0.03902 -4.48802 -10.34232
C 1.27391 -5.26603 -10.04538
C 1.13588 -5.61244 -8.57559
H 0.30605 -3.77455 -11.12191
H -0.79223 -4.95855 -10.86740
H 2.06425 -4.51639 -10.00670
H 1.41276 -6.16116 -10.65164
H 2.12399 -5.50893 -8.12723
H 0.71033 -6.60010 -8.39802
O -6.21441 -7.82014 -0.11229
C -6.04942 -7.66700 -1.30699
O -6.89169 -8.27827 -2.13643
C -6.64185 -8.01052 -3.50561
C -5.16211 -7.41503 -3.49925
C -5.09906 -6.84909 -2.12819
H -7.34649 -7.24403 -3.82820
H -6.83987 -8.91584 -4.07944
H -5.01142 -6.63015 -4.24045
H -4.25152 -7.98887 -3.67140
H -5.43027 -5.81299 -2.19807
H -4.08091 -6.87466 -1.73982
*
```

Record 8
C11H22F5IN2NbO3 | wB97M-V/def2-TZVPD

For the LUMO energy, the calculation gives 1.71 eV. The HOMO energy comes out at -5.11 eV. The calculation puts the frontier orbital gap at 6.820 eV.

```
! wB97M-V def2-TZVPD RIJCOSX def2/J DEFGRID3
* xyz -1 1
C -0.33533 -3.75786 1.26073
N 0.60793 -3.02708 0.40992
C 1.04555 -1.75625 1.01221
Nb 1.16097 -0.04794 -0.42720
I 1.30187 2.33727 -1.96147
C -1.02335 -0.15762 -1.05473
C -1.89791 -1.13525 -0.27060
C -3.42816 -0.99819 -0.48671
C -3.89476 0.38215 -0.81814
O -3.90759 0.75225 -1.92877
O -4.33625 1.19990 0.16779
C 0.57142 1.26130 1.36767
C 1.42628 2.50332 1.59815
O 1.86663 2.45628 2.98939
C 0.73550 3.87526 1.36685
N -0.63415 3.88871 0.86695
C 1.89794 -1.41277 -2.17748
F 2.54112 -2.53467 -1.72074
F 0.89762 -1.86528 -2.98939
C 2.93971 -0.79303 -3.17189
F 3.80710 -0.03553 -2.59406
F 3.66326 -1.79134 -3.71660
F 2.38511 -0.19999 -4.18037
H -0.96036 -4.41900 0.66675
H 0.17882 -4.32151 2.04510
H -1.01591 -3.08396 1.76833
H 1.38801 -3.65671 0.29155
H 2.06591 -1.89013 1.39420
H 0.46616 -1.49682 1.89209
H 2.93863 0.14117 -0.00475
H -1.38379 0.87130 -0.99907
H -1.12803 -0.41790 -2.11031
H -1.67890 -1.11070 0.79497
H -1.63910 -2.12554 -0.62397
H -3.96344 -1.33114 0.40465
H -3.74080 -1.65442 -1.28690
H -4.09562 2.09375 -0.11912
H -0.49916 1.44333 1.27033
H 0.69496 0.64473 2.25581
H 2.33792 2.41062 1.01669
H 2.64354 3.02399 3.06559
H 1.32033 4.49697 0.69306
H 0.73379 4.39858 2.31842
H -0.77649 3.21538 0.12207
H -1.27696 3.62435 1.60302
*
```

Record 9
CH4F2N2 | wB97M-V/def2-TZVPD

For the LUMO energy, the calculation gives 0.32 eV. The HOMO energy comes out at -11.09 eV. The calculation puts the frontier orbital gap at 11.406 eV. As for the structure (SMILES): [H]/N=C(\N)F.F.

```
! wB97M-V def2-TZVPD RIJCOSX def2/J DEFGRID3
* xyz 0 1
C -0.02769 0.42174 0.22418
N -1.07048 1.08092 0.74822
N 0.18689 -0.67330 -0.30535
F 1.09038 1.19485 0.14336
F 1.85173 -2.01819 -1.61927
H -1.69664 0.56919 1.38942
H -1.03272 2.11640 0.80321
H 1.37068 -1.48852 -0.90122
H -0.67215 -1.20310 -0.48256
*
```

no.,E (eV)
1,-6252.2053
2,-15929.1066
3,-18414.2916
4,-112887.2161
5,-50332.9352
6,-28293.0600
7,-75458.0833
8,-44122.5238
9,-9517.1840